No. 1
Density functional theory data (ωB97M-V with the def2-TZVPD basis set) for the molecule C22H28N2O3.

Structure (XYZ):
```
55
Properties=species:S:1:pos:R:3:forces:R:3:mulliken_charge:R:1
C 0.4827 3.4414 -1.7143 -0.1 0.2 0.0 -0.95
C -0.1353 4.2770 -0.5915 0.1 -0.2 -0.1 -1.22
C -0.3830 3.4246 0.6203 -0.1 0.2 0.0 0.66
C 0.5688 3.3172 1.6277 -0.1 -0.1 0.0 -0.43
C 0.3633 2.4892 2.7112 -0.1 -0.2 0.2 -0.38
C -0.8102 1.7418 2.8174 0.2 0.2 -0.1 0.48
O -0.8964 0.9279 3.9108 0.2 0.1 0.1 -0.39
C -1.9766 0.0197 4.0042 -0.4 -0.3 0.2 -0.66
C -1.6432 -1.0267 5.0665 0.2 0.3 -0.3 -0.87
C -0.3091 -1.7354 4.7909 -0.2 -0.1 0.0 -0.79
C -0.2814 -2.2839 3.3693 0.3 0.3 0.5 0.52
O -0.7636 -3.3572 3.0767 -0.2 -0.2 -0.1 -0.66
N 0.3065 -1.4279 2.4913 0.3 0.4 0.1 -0.12
C 0.4069 -1.5199 1.0973 -0.1 -0.2 -0.4 0.52
C 0.0317 -2.6473 0.3775 0.0 0.0 0.3 -0.73
C 0.1447 -2.6666 -0.9996 0.1 0.2 -0.3 -0.45
C 0.6456 -1.5712 -1.7049 0.0 -0.1 0.4 0.26
N 0.8384 -1.5829 -3.0859 0.2 -0.1 -0.4 0.18
C 0.6950 -2.8231 -3.8190 0.2 0.1 -0.3 -0.76
C 1.4501 -2.6925 -5.1465 0.0 -0.3 0.2 -0.79
O 0.9881 -1.6046 -5.9111 -0.1 0.0 -0.1 -0.37
C 1.1236 -0.4038 -5.1881 -0.2 0.3 0.2 -0.75
C 0.3486 -0.4656 -3.8713 0.1 0.1 -0.3 0.10
C 1.0312 -0.4478 -0.9664 -0.1 0.0 0.0 -0.93
C 0.9086 -0.4195 0.4045 -0.1 -0.1 0.0 -0.43
C -1.7750 1.8557 1.8249 -0.1 -0.2 0.3 -0.53
C -1.5503 2.6866 0.7409 0.2 0.1 0.0 -0.62
H -0.1791 2.6178 -1.9746 0.0 -0.1 0.0 0.20
H 1.4371 3.0291 -1.3937 0.1 -0.1 0.0 0.30
H 0.6473 4.0510 -2.6000 0.1 0.0 -0.1 0.47
H -1.0768 4.7056 -0.9405 0.0 0.1 0.0 0.38
H 0.5398 5.0966 -0.3380 -0.1 0.1 0.0 0.36
H 1.4849 3.8865 1.5614 0.1 0.1 0.0 0.34
H 1.1017 2.4046 3.4944 0.1 0.0 0.1 0.43
H -2.1394 -0.4785 3.0401 0.0 0.1 0.0 0.40
H -2.8960 0.5546 4.2801 0.1 0.0 -0.1 0.49
H -2.4503 -1.7599 5.0783 0.0 0.0 0.0 0.42
H -1.5923 -0.5465 6.0448 -0.1 0.0 0.0 0.37
H 0.5141 -1.0389 4.9503 0.0 0.0 0.0 0.29
H -0.2073 -2.5719 5.4827 0.1 0.0 -0.1 0.40
H 0.6263 -0.5454 2.8676 -0.1 -0.2 0.1 0.11
H -0.3623 -3.5038 0.8983 0.0 0.0 0.0 0.53
H -0.1781 -3.5525 -1.5229 0.0 -0.1 -0.1 0.41
H 1.1388 -3.6378 -3.2463 0.0 0.0 0.0 0.47
H -0.3625 -3.0550 -4.0271 0.0 -0.1 0.1 0.39
H 1.3022 -3.5827 -5.7601 0.0 0.0 0.1 0.37
H 2.5235 -2.5684 -4.9352 -0.1 0.0 0.0 0.36
H 0.7332 0.3875 -5.8303 0.0 0.0 0.1 0.36
H 2.1867 -0.2134 -4.9753 -0.1 0.0 0.0 0.36
H 0.4759 0.4673 -3.3255 0.0 0.0 0.0 -0.16
H -0.7229 -0.5979 -4.0991 0.0 0.1 0.0 0.24
H 1.4497 0.4098 -1.4693 0.1 0.1 -0.1 0.64
H 1.2074 0.4665 0.9475 0.0 0.1 0.1 0.32
H -2.7029 1.3095 1.8849 -0.1 -0.1 0.0 0.44
H -2.3084 2.7613 -0.0255 -0.1 0.0 -0.1 0.40
```
Positions in Å, forces in eV/Å.

Output
**DFT total energy**: -1190.36736 hartree
**2S+1**: 1
**ΔE to the lowest compared entry with this formula, charge and spin**: 203.1 kJ/mol
**Lowest unoccupied orbital energy**: 0.8 eV
**M**: 368.48 g/mol
**HOMO-LUMO gap**: 8.20 eV
**HOMO level**: -0.2729 Ha
**Structure (SMILES)**: CCc1ccc(OCCCC(=O)Nc2ccc(N3CCOCC3)cc2)cc1

---

No. 2
Density functional theory data (ωB97M-V with the def2-TZVPD basis set) for the molecule C22H28N2O4S at a distorted geometry.

Structure (XYZ):
```
57
Properties=species:S:1:pos:R:3:forces:R:3:mulliken_charge:R:1
C 2.9640 -5.1760 5.4489 -3.8 5.6 2.1 -1.55
C 2.5145 -3.9022 4.5483 1.5 -6.3 1.7 -0.61
O 2.3390 -4.4193 3.2190 0.4 -1.8 4.0 -0.33
C 1.7918 -3.5237 2.5279 -3.6 1.8 -5.1 0.94
C 1.7048 -2.1083 2.8782 -3.4 -4.0 -11.5 -1.09
C 1.1771 -1.4193 1.5834 0.6 4.1 5.7 0.55
C 0.8162 -1.9571 0.3993 -1.0 9.3 1.6 -1.23
S 0.1025 -0.8068 -0.8360 13.9 3.6 -0.7 1.87
O 1.0210 -1.0801 -2.1398 -3.8 1.4 4.6 -0.83
O 0.1557 0.5716 -0.2028 -0.2 -3.1 -1.8 -0.72
N -1.2088 -1.3432 -1.0865 -9.4 -4.3 -1.9 0.27
C -1.8304 -1.0983 -2.3337 -2.1 -1.3 -7.2 -1.09
C -2.3112 0.3568 -2.6131 5.0 -1.4 11.4 -0.71
C -3.2399 0.7095 -1.1755 0.8 1.8 -6.2 0.25
C -3.3175 2.2737 -1.2775 0.5 -4.1 1.2 0.18
O -4.2817 2.9440 -1.4001 -3.1 1.7 -0.6 -0.71
N -2.1057 2.6818 -1.1866 4.0 8.1 0.7 -0.19
C -1.6355 4.3865 -0.9802 -9.8 -3.4 2.1 -0.53
C -0.7721 4.7484 -2.0264 1.4 -4.1 -2.0 -0.93
C 0.3937 3.7882 -1.9691 3.2 1.7 2.7 0.90
C 0.8296 2.7367 -2.8681 -4.7 6.2 2.9 -0.43
C 1.8133 2.0144 -2.5921 7.4 -4.8 1.8 -0.27
C 2.8408 2.2690 -1.5195 -5.7 3.5 -0.2 -0.73
C 2.5244 3.2940 -0.6327 -2.8 0.7 0.4 -0.50
C 1.1409 4.0439 -0.8585 5.6 -6.8 -3.2 -1.04
C -2.6075 0.2609 0.0713 -3.9 -2.3 0.4 -0.85
C -2.2745 -1.3770 -0.0709 6.8 8.2 3.1 -1.27
C 0.9152 -3.1751 0.1809 0.6 -13.2 -1.1 0.35
C 1.1808 -4.1894 1.2305 2.3 4.4 -0.2 -1.22
H 3.3179 -4.7924 6.4401 -0.7 -0.7 -0.7 0.34
H 3.6652 -5.6562 5.0313 6.2 -2.9 -3.3 0.54
H 2.2704 -5.9788 5.4480 -1.7 -0.1 0.7 0.39
H 3.2604 -3.2409 4.4245 2.9 2.4 0.3 0.54
H 1.7426 -3.4853 5.1017 -2.3 0.9 -0.1 0.45
H 1.9108 -1.6144 3.6843 1.3 2.6 4.4 0.67
H 0.9781 -0.2031 1.6406 0.7 -3.3 0.1 0.01
H -2.7900 -1.7746 -2.6495 2.2 0.9 1.8 0.32
H -1.1348 -1.4110 -3.2223 -0.8 0.6 1.9 0.45
H -1.3235 0.9074 -2.3093 -1.8 -0.4 -1.5 -0.21
H -2.6106 0.5206 -3.5066 -2.5 1.3 -5.8 0.90
H -4.1846 0.3102 -1.4974 -0.7 -0.4 0.8 0.64
H -1.2615 2.3405 -0.8712 1.4 -2.4 0.5 0.04
H -2.9017 4.7172 -1.2367 4.0 -0.2 1.1 0.34
H -1.3976 4.6092 0.1348 -0.2 -0.7 -2.2 0.24
H -0.6370 5.7042 -1.7107 1.5 3.4 -0.7 0.37
H -1.1490 4.4510 -2.9722 -1.4 1.2 -1.1 0.37
H 0.0849 2.7872 -3.5182 -2.5 -1.7 -4.1 0.55
H 1.9541 1.0689 -3.1250 0.2 0.4 -0.1 0.21
H 3.5333 1.5729 -1.3434 2.9 -2.4 0.4 0.57
H 3.0183 3.5872 0.3970 -0.5 -0.8 -2.5 0.25
H 1.1837 4.8468 -0.3315 -1.0 5.1 3.6 0.76
H -1.8514 0.9949 0.3948 -0.5 -1.3 0.5 0.60
H -3.6481 0.2300 0.5865 2.2 0.3 0.9 0.34
H -3.1236 -1.7600 -0.3318 -4.4 -3.2 -1.3 0.86
H -1.7488 -1.3957 0.8765 -0.7 -1.8 0.5 0.29
H 0.7897 -3.5455 -0.8569 -0.3 0.0 0.7 0.40
H 1.4122 -5.2936 1.0040 -0.5 2.1 0.5 0.27
```
Positions in Å, forces in eV/Å.

Output
**DFT total energy**: -1663.16848 hartree
**2S+1**: 1
**ΔE to the lowest compared entry with this formula, charge and spin**: 1726.7 kJ/mol
**Lowest unoccupied orbital energy**: 0.4 eV
**M**: 416.54 g/mol
**HOMO-LUMO gap**: 8.99 eV
**HOMO level**: -0.3170 Ha
**Structure (SMILES)**: CCOc1ccc(S(=O)(=O)N2CCC(C(=O)NCCc3ccccc3)CC2)cc1

---

No. 3
Density functional theory data (ωB97M-V with the def2-TZVPD basis set) for the molecule C22H28N2O6 at a distorted geometry.

Structure (XYZ):
```
58
Properties=species:S:1:pos:R:3:forces:R:3:mulliken_charge:R:1
C -0.9763 -1.5487 1.0134 0.2 0.0 -0.3 -0.92
C -0.8261 -1.7602 -0.4862 -0.4 -0.3 0.3 0.15
O 0.4249 -1.2663 -0.9685 0.0 0.2 -0.2 -0.33
C 1.4968 -2.0550 -0.8372 0.3 -0.1 -0.2 0.29
O 1.4641 -3.1624 -0.3660 -0.1 -0.1 0.1 -0.62
C 2.7393 -1.3636 -1.3452 -0.1 0.1 0.1 -1.12
C 3.2976 -0.3674 -0.2946 0.2 -0.4 -0.5 0.33
N 2.2559 0.5873 0.0463 0.1 0.1 0.3 0.37
C 1.5957 1.3554 -0.8423 0.3 -0.2 0.5 -0.42
O 1.9140 1.5438 -1.9995 -0.2 0.1 -0.2 -0.69
C 0.3780 1.9714 -0.2505 -0.9 0.4 0.3 1.15
C -0.6222 2.7132 -0.9254 -0.3 0.1 0.6 -0.71
C -1.5596 2.9463 0.0415 0.5 -0.1 -0.9 0.45
C -2.9146 3.5809 0.0234 0.2 0.1 0.1 -0.59
O -3.8954 2.7095 0.5399 -0.2 -0.2 0.0 -0.49
C -4.0397 1.4755 -0.0405 -0.1 -0.3 0.1 0.53
C -3.6314 1.1556 -1.3321 0.1 0.2 -0.1 -0.40
C -3.8521 -0.1230 -1.8096 -0.1 0.1 0.1 -1.08
C -4.4618 -1.0933 -1.0342 -0.1 -0.3 0.0 -0.19
C -4.8710 -0.7739 0.2573 0.1 0.2 0.0 0.65
O -5.4703 -1.6373 1.1204 0.1 0.4 0.0 -0.43
C -5.7100 -2.9573 0.6947 0.0 -0.2 -0.1 -0.83
C -4.6565 0.5120 0.7440 0.0 0.1 0.0 -0.42
O -1.1471 2.3982 1.1954 -0.6 0.3 0.1 -0.20
N 0.0399 1.7944 1.0057 1.0 -0.4 -0.2 -0.54
C 4.5090 0.3666 -0.8891 -0.1 0.2 0.1 -1.32
C 5.1443 1.3017 0.1356 0.2 -0.2 -0.1 -0.64
C 5.5724 0.5265 1.3768 -0.2 0.3 0.1 -0.72
C 4.3671 -0.1733 1.9951 0.2 -0.2 -0.1 -0.62
C 3.7131 -1.1084 0.9802 -0.1 0.3 0.1 -0.91
H -0.2589 -2.1629 1.5525 0.0 -0.1 0.1 0.40
H -1.9807 -1.8271 1.3190 -0.1 0.0 0.1 0.34
H -0.8109 -0.5043 1.2668 0.0 0.1 0.0 0.08
H -1.5842 -1.1974 -1.0352 0.2 -0.1 0.1 -0.10
H -0.8997 -2.8255 -0.7289 0.0 0.2 0.0 0.41
H 2.4888 -0.7988 -2.2435 0.1 -0.1 0.0 0.51
H 3.4924 -2.1170 -1.5711 0.0 0.0 0.0 0.60
H 1.8157 0.4882 0.9498 0.0 0.0 0.0 0.52
H -0.6186 3.0034 -1.9536 -0.1 0.1 -0.3 0.52
H -3.1506 3.9131 -0.9954 0.1 0.0 0.1 0.31
H -2.9356 4.4461 0.6939 0.0 -0.1 -0.2 0.33
H -3.1567 1.8828 -1.9698 0.0 0.1 0.0 0.33
H -3.5414 -0.3696 -2.8142 0.0 0.0 -0.1 0.38
H -4.6095 -2.0797 -1.4423 0.0 -0.1 0.0 0.42
H -6.3809 -2.9858 -0.1697 0.0 0.0 0.0 0.33
H -4.7781 -3.4771 0.4495 0.0 0.0 0.0 0.32
H -6.1882 -3.4551 1.5367 0.0 0.0 -0.1 0.25
H -4.9714 0.7611 1.7434 0.0 0.0 0.2 0.48
H 5.2419 -0.3746 -1.2121 0.0 -0.1 0.0 0.49
H 4.1848 0.9340 -1.7610 0.0 -0.1 0.0 0.42
H 6.0068 1.7971 -0.3136 0.0 0.1 0.0 0.40
H 4.4242 2.0725 0.4172 0.0 0.1 0.0 0.29
H 6.0226 1.2042 2.1043 0.1 0.0 0.0 0.38
H 6.3238 -0.2167 1.1004 0.1 0.0 0.0 0.32
H 4.6747 -0.7499 2.8695 -0.1 0.0 0.1 0.42
H 3.6485 0.5786 2.3284 0.0 0.0 0.1 0.30
H 2.8423 -1.5958 1.4240 0.0 -0.1 0.0 0.37
H 4.4210 -1.8923 0.7062 0.0 -0.1 -0.1 0.45
```
Positions in Å, forces in eV/Å.

Output
**DFT total energy**: -1416.07072 hartree
**2S+1**: 1
**ΔE to the lowest compared entry with this formula, charge and spin**: 141.8 kJ/mol
**Lowest unoccupied orbital energy**: 0.7 eV
**M**: 416.47 g/mol
**HOMO-LUMO gap**: 9.41 eV
**HOMO level**: -0.3218 Ha
**Structure (SMILES)**: CCOC(=O)CC1(NC(=O)c2cc(COc3cccc(OC)c3)on2)CCCCC1